Here is a 2-piece molecular cluster, C6H17NO overall at a distorted geometry from OMol25. Energies are from ωB97M-V/def2-TZVPD.

Geometry as XYZ:
```
25
Properties=species:S:1:pos:R:3:forces:R:3
C 2.838 0.704 -0.841 1.8 0.6 1.8
C 1.481 1.348 -0.846 0.0 0.7 -1.0
C 0.348 0.592 -1.590 -0.4 1.5 0.8
N -0.774 0.215 -0.703 0.2 -0.5 -0.3
C -1.138 -1.192 -0.578 -0.4 -0.7 1.0
C -2.383 -1.283 0.392 1.8 0.9 -0.9
C -2.098 -0.846 1.837 0.2 0.5 -0.5
H 3.462 1.345 -0.192 -0.1 -0.1 0.0
H 2.948 -0.254 -0.325 -0.6 -0.1 -0.3
H 3.461 0.697 -1.727 -0.6 -0.2 -0.8
H 1.206 1.713 0.143 -0.3 -0.8 0.1
H 1.578 2.357 -1.301 0.2 -0.6 -0.4
H -0.072 1.399 -2.197 0.0 -0.5 -0.6
H 0.704 -0.213 -2.230 0.1 -0.1 0.1
H -1.577 0.701 -1.074 -0.2 0.0 0.2
H -1.452 -1.709 -1.501 0.2 0.4 -0.2
H -0.290 -1.773 -0.187 0.0 0.2 0.0
H -2.889 -2.224 0.192 -0.1 -0.1 0.6
H -2.951 -0.489 -0.060 -1.1 0.2 0.0
H -1.443 -1.523 2.392 -0.7 -0.3 0.2
H -3.026 -0.525 2.321 0.1 -0.8 0.4
H -1.533 0.094 1.848 0.0 -0.1 -0.5
O 1.491 0.500 1.985 0.8 0.1 0.7
H 0.761 0.299 1.410 -0.7 -0.3 -0.2
H 1.348 0.068 2.834 -0.2 0.0 -0.2
```
Positions in Å, forces in eV/Å.

Computed properties:
SMILES string	CCCNCCC.O
relative energy (zero: lowest compared OMol25 entry of this formula, charge and spin)	1.311	eV
HOMO	-8.9	eV
Kohn-Sham gap	9.899	eV
DFT total energy	-368.7527	Eh


Here is a 2-piece molecular cluster, C6H17NO overall at a distorted geometry from OMol25. Energies are from ωB97M-V/def2-TZVPD.

Geometry as XYZ:
```
25
Properties=species:S:1:pos:R:3:forces:R:3
C 0.330 0.792 -3.146 -0.7 0.1 -0.3
C 0.583 1.580 -1.864 0.8 0.6 -0.2
C 0.702 0.698 -0.628 -0.4 -0.5 -0.4
C -0.640 0.372 -0.009 -0.7 0.3 0.2
N -0.570 -0.547 1.109 -0.5 0.4 0.5
C -1.686 -0.267 2.027 0.6 -1.3 0.1
C -0.326 -1.945 0.817 0.3 0.3 0.1
H -0.197 1.355 -3.922 0.3 0.3 0.1
H 1.277 0.468 -3.573 -0.1 -0.2 0.0
H -0.330 -0.069 -3.001 0.3 -0.1 0.2
H -0.081 2.437 -1.716 -0.6 -0.4 0.1
H 1.529 2.109 -2.009 0.2 -0.2 0.1
H 1.332 1.137 0.147 0.0 0.0 -0.1
H 1.146 -0.250 -0.946 0.3 0.1 0.1
H -1.087 1.282 0.383 0.3 0.4 0.2
H -1.454 0.076 -0.699 0.5 -0.4 -0.5
H -1.953 -1.169 2.552 0.3 -0.6 0.5
H -2.660 -0.053 1.574 0.3 0.9 -0.3
H -1.281 0.401 2.780 -0.8 0.7 0.0
H -1.004 -2.400 0.083 0.0 0.0 -0.1
H -0.395 -2.492 1.756 -0.1 -0.1 0.0
H 0.714 -2.044 0.495 -0.2 -0.2 -0.3
O 2.372 -0.288 2.594 -0.4 -0.1 0.0
H 2.167 -1.147 2.974 0.2 -0.1 0.1
H 1.511 -0.037 2.224 0.0 0.1 -0.2
```
Positions in Å, forces in eV/Å.

Computed properties:
SMILES string	CCCCN(C)C.O
relative energy (zero: lowest compared OMol25 entry of this formula, charge and spin)	0.986	eV
HOMO	-8.7	eV
Kohn-Sham gap	9.552	eV
DFT total energy	-368.7646	Eh


Here is a 3-piece molecular cluster, C6H17NO3 overall at a distorted geometry from OMol25. Energies are from ωB97M-V/def2-TZVPD.

Geometry as XYZ:
```
27
Properties=species:S:1:pos:R:3:forces:R:3
C 1.659 -1.438 0.301 2.7 1.5 0.2
C 0.708 -0.964 -0.770 0.6 -1.4 -0.5
C 0.989 -1.186 -2.080 -0.3 -0.8 1.1
N 2.125 -1.965 -2.517 -0.4 5.7 0.9
C -0.483 -0.197 -0.207 3.0 2.9 -1.4
C -0.139 1.326 -0.786 0.7 -0.6 1.7
C -0.392 2.488 0.197 -0.3 1.0 -3.9
O 0.490 3.571 -0.150 0.8 -0.1 0.4
H 1.270 -2.242 0.904 -0.2 -0.4 0.2
H 2.774 -1.654 0.023 -2.3 -0.1 0.0
H 1.848 -0.564 0.977 -0.5 -0.6 -0.1
H 0.281 -0.879 -2.870 0.4 -0.1 0.4
H 3.036 -1.774 -2.184 0.4 0.2 0.5
H 1.973 -2.831 -2.778 -0.9 -5.0 -1.5
H -1.344 -0.371 -0.767 -1.9 -1.0 -0.2
H -0.548 -0.228 0.907 0.0 0.0 -1.2
H 0.953 1.400 -1.008 -0.8 -0.3 0.2
H -0.655 1.475 -1.738 -0.1 -0.1 0.2
H -0.283 2.202 1.188 0.2 -0.1 1.8
H -1.306 2.986 -0.085 -1.3 -0.8 1.0
H 0.196 3.827 -1.029 0.3 0.2 0.0
O -2.261 0.512 2.870 2.1 1.2 -0.5
H -1.304 0.519 2.521 -2.5 -0.3 1.0
H -2.627 -0.348 2.664 0.4 -0.4 -0.2
O -1.898 -1.971 2.000 -0.8 -1.3 1.8
H -2.200 -2.888 2.082 0.0 0.3 0.4
H -1.639 -1.946 1.113 0.7 0.4 -2.3
```
Positions in Å, forces in eV/Å.

Computed properties:
SMILES string	C/C(=C\N)CCCO.O.O
relative energy (zero: lowest compared OMol25 entry of this formula, charge and spin)	3.996	eV
HOMO	-8.3	eV
Kohn-Sham gap	8.779	eV
DFT total energy	-519.1799	Eh


Here is C6H17Na2O7S2 as an isolated structure at a distorted geometry from OMol25. Energies are from ωB97M-V/def2-TZVPD.

Geometry as XYZ:
```
34
Properties=species:S:1:pos:R:3:forces:R:3
Na 4.004 -3.574 -7.354 -0.5 0.2 0.4
Na 1.003 -5.380 -8.347 -0.2 0.5 0.7
O 1.798 -3.774 -6.893 0.6 -0.2 -1.2
H 1.355 -2.911 -6.974 0.2 -0.6 0.2
O -0.199 -4.793 -4.031 -0.4 -0.2 -0.3
S 0.761 -3.936 -3.421 0.4 0.1 0.1
O 0.715 -2.529 -3.680 -0.1 0.2 -0.1
O 0.790 -4.187 -1.875 -0.1 0.1 0.3
C -0.239 -3.515 -1.081 -0.4 -0.2 0.3
C 0.237 -2.189 -0.562 0.4 0.0 0.1
C 2.377 -4.519 -3.781 -0.2 -0.1 -0.1
H -0.429 -4.211 -0.266 0.0 0.0 0.0
H -1.161 -3.433 -1.657 0.1 0.0 -0.1
H 1.162 -2.324 0.001 0.0 0.0 0.0
H -0.509 -1.782 0.120 0.0 0.1 -0.1
H 0.430 -1.493 -1.373 -0.1 0.1 0.0
H 2.488 -5.505 -3.339 0.1 0.0 0.0
H 3.079 -3.799 -3.373 0.1 0.0 0.0
H 2.383 -4.558 -4.871 0.1 0.1 0.0
O -0.560 1.803 -6.264 0.3 0.8 0.1
S -0.890 0.426 -6.203 0.5 0.3 -0.8
O -1.801 -0.078 -5.269 -1.2 -0.6 1.3
O -1.462 -0.013 -7.602 0.0 0.2 -0.7
C -0.901 0.613 -8.795 -0.1 -0.5 0.1
C -1.964 0.620 -9.851 -0.3 0.4 -0.2
C 0.565 -0.526 -6.097 0.2 -0.8 0.1
H -0.067 -0.020 -9.117 0.1 0.2 0.1
H -0.553 1.613 -8.557 0.0 0.0 0.1
H -1.611 1.209 -10.700 0.0 -0.2 -0.1
H -2.866 1.116 -9.494 0.0 -0.1 0.1
H -2.219 -0.389 -10.166 0.0 0.0 -0.1
H 1.355 -0.149 -6.739 0.0 0.1 0.0
H 0.249 -1.531 -6.385 0.1 0.1 0.0
H 0.863 -0.605 -5.055 0.1 0.2 0.0
```
Positions in Å, forces in eV/Å.

Computed properties:
charge	+1
HOMO	-12.9	eV
Kohn-Sham gap	8.172	eV
DFT total energy	-1886.2630	Eh


Look up the DFT total energy of the third one.
-519.1799 Eh